Here is C32H39N2NiO2P2Si2 as an isolated structure from OMol25. Energies are from wB97M-V/def2-TZVPD.

Output
**ΔE to the lowest compared entry with this formula, charge and spin**: 0.069 eV
**Lowest unoccupied orbital energy (spin up / spin down)**: 2.7 / 2.7 eV
**Gap between HOMO and LUMO (spin up / spin down)**: 7.040 / 7.358 eV

```
! wB97M-V def2-TZVPD RIJCOSX def2/J DEFGRID3
* xyz -1 3
Ni 0.03 -1.87 -0.33
C 5.08 -1.20 0.58
Si 3.42 -2.09 0.68
C 3.65 -3.81 -0.04
C 3.04 -2.26 2.51
N 2.20 -1.32 -0.23
P 1.66 0.18 -0.38
C 0.05 0.13 -0.78
P -1.55 0.20 -0.37
N -2.12 -1.29 -0.33
Si -3.60 -2.06 -0.67
C -3.43 -3.88 -0.30
C -4.11 -1.86 -2.48
C -5.03 -1.40 0.37
C -1.87 1.01 1.23
C -1.68 2.38 1.41
C -1.81 2.95 2.66
C -2.11 2.16 3.76
C -2.29 0.79 3.60
C -2.17 0.22 2.34
C -2.50 1.25 -1.54
C -1.99 1.43 -2.82
C -2.72 2.14 -3.77
C -3.95 2.69 -3.43
C -4.46 2.52 -2.15
C -3.73 1.81 -1.21
C 2.06 1.15 1.12
C 1.37 0.80 2.29
C 1.61 1.47 3.47
C 2.55 2.50 3.52
C 3.25 2.84 2.37
C 3.00 2.17 1.18
C 2.57 1.07 -1.69
C 3.66 0.50 -2.33
C 4.32 1.18 -3.35
C 3.88 2.44 -3.73
C 2.78 3.01 -3.11
C 2.12 2.33 -2.10
H 5.82 -1.70 1.21
H 4.98 -0.17 0.94
H 5.47 -1.16 -0.44
H 4.36 -4.40 0.54
H 4.01 -3.74 -1.07
H 2.69 -4.34 -0.07
H 3.78 -2.90 3.00
H 2.05 -2.69 2.66
H 3.07 -1.28 3.00
H -2.61 -4.32 -0.88
H -4.35 -4.42 -0.53
H -3.20 -4.04 0.76
H -3.32 -2.25 -3.13
H -4.27 -0.81 -2.73
H -5.03 -2.41 -2.69
H -4.80 -1.50 1.44
H -5.95 -1.95 0.17
H -5.22 -0.35 0.17
H -1.43 3.00 0.55
H -1.65 4.02 2.79
H -2.20 2.60 4.75
H -2.51 0.17 4.45
H -2.28 -0.85 2.19
H -1.02 1.01 -3.05
H -2.32 2.28 -4.76
H -4.52 3.24 -4.17
H -5.42 2.95 -1.88
H -4.12 1.69 -0.20
H 0.65 -0.01 2.26
H 1.06 1.19 4.36
H 2.74 3.02 4.44
H 3.98 3.64 2.40
H 3.55 2.45 0.28
H 3.98 -0.49 -2.03
H 5.17 0.73 -3.84
H 4.39 2.97 -4.53
H 2.43 3.99 -3.42
H 1.24 2.75 -1.63
O -0.15 -3.10 1.49
C -0.09 -4.08 0.71
O 0.01 -3.94 -0.54
H -0.14 -5.10 1.12
*
```


Here is one molecule with the formula C6H13NO in a non-equilibrium geometry from OMol25. Energies are from wB97M-V/def2-TZVPD.

Output
**ΔE to the lowest compared entry with this formula, charge and spin**: 0.504 eV
**Structure (SMILES)**: CCCC(=O)NCC
**Lowest unoccupied orbital energy**: 0.9 eV
**Gap between HOMO and LUMO**: 10.440 eV

```
! wB97M-V def2-TZVPD RIJCOSX def2/J DEFGRID3
* xyz 0 1
C -1.41 0.20 3.26
C -0.19 -0.26 2.48
C -0.56 -0.56 1.00
C 0.19 0.37 0.04
O 0.67 1.44 0.33
N 0.34 -0.19 -1.21
C 1.08 0.50 -2.25
C 0.86 -0.06 -3.64
H -1.18 0.64 4.25
H -2.12 -0.60 3.39
H -1.92 1.11 2.90
H 0.22 -1.19 2.89
H 0.61 0.48 2.53
H -0.35 -1.60 0.78
H -1.62 -0.39 0.82
H -0.01 -1.12 -1.36
H 2.14 0.52 -2.01
H 0.68 1.52 -2.20
H 0.00 0.31 -4.19
H 0.78 -1.15 -3.61
H 1.79 0.03 -4.20
*
```


Here is C25H42Cl2NO6P2S3Ti as an isolated structure from OMol25. Energies are from wB97M-V/def2-TZVPD.

Output
**ΔE to the lowest compared entry with this formula, charge and spin**: 0.000 eV
**Lowest unoccupied orbital energy**: -2.4 eV
**Gap between HOMO and LUMO**: 7.803 eV

```
! wB97M-V def2-TZVPD RIJCOSX def2/J DEFGRID3
* xyz 1 1
Ti -0.67 -0.26 0.80
Cl -1.44 1.97 2.48
C -3.11 1.46 2.87
Cl -3.87 0.65 1.50
H -3.67 2.35 3.11
H -3.04 0.76 3.69
C 3.47 3.75 0.50
C 3.54 2.25 0.58
C 4.94 1.71 0.81
O 3.10 1.69 -0.72
P 1.71 1.02 -0.96
O 1.02 0.76 0.35
C 0.64 2.13 -1.90
P -1.11 1.64 -1.86
O -1.51 1.01 -0.56
O -1.97 2.93 -2.02
C -1.74 4.05 -2.93
C -1.93 3.63 -4.37
C -2.71 5.13 -2.50
O -1.25 0.73 -3.11
C -2.54 0.21 -3.61
C -2.95 -1.02 -2.82
C -2.32 -0.09 -5.08
O 1.95 -0.18 -1.89
C 3.20 -0.97 -1.99
C 2.79 -2.40 -2.23
C 4.04 -0.37 -3.09
H 3.80 4.18 1.44
H 2.45 4.09 0.32
H 4.11 4.13 -0.30
H 2.87 1.85 1.33
H 5.62 2.07 0.04
H 4.93 0.62 0.83
H 5.30 2.06 1.78
H 0.98 2.24 -2.93
H 0.71 3.10 -1.40
H -0.71 4.39 -2.77
H -2.95 3.28 -4.53
H -1.23 2.84 -4.66
H -1.76 4.49 -5.02
H -3.73 4.79 -2.63
H -2.56 6.02 -3.11
H -2.55 5.39 -1.45
H -3.27 1.01 -3.48
H -2.20 -1.80 -2.92
H -3.90 -1.39 -3.20
H -3.07 -0.78 -1.77
H -1.54 -0.84 -5.19
H -2.04 0.81 -5.63
H -3.24 -0.47 -5.51
H 3.70 -0.88 -1.02
H 2.27 -2.49 -3.18
H 2.14 -2.74 -1.43
H 3.68 -3.03 -2.26
H 3.51 -0.42 -4.04
H 4.97 -0.94 -3.19
H 4.30 0.67 -2.87
S 1.66 -0.24 3.05
C 2.00 -1.79 2.56
N 1.23 -2.86 2.72
C 1.58 -4.04 1.95
C 3.09 -3.98 1.77
S 3.48 -2.20 1.71
H 0.27 -2.68 2.99
H 1.07 -4.01 0.99
H 1.28 -4.94 2.49
H 3.41 -4.47 0.86
H 3.62 -4.42 2.62
C -1.46 -1.24 2.47
C -1.93 -1.82 3.44
C -2.48 -2.50 4.58
C -2.41 -1.93 5.85
C -2.94 -2.60 6.94
C -3.54 -3.85 6.77
C -3.60 -4.42 5.51
C -3.08 -3.75 4.41
H -1.93 -0.97 5.98
H -2.89 -2.16 7.93
H -3.95 -4.37 7.63
H -4.07 -5.39 5.38
H -3.13 -4.19 3.43
S -0.45 -1.96 -0.31
*
```


Here is a 2-piece molecular cluster, C9H11O3 overall in a non-equilibrium geometry from OMol25. Energies are from wB97M-V/def2-TZVPD.

Output
**ΔE to the lowest compared entry with this formula, charge and spin**: 0.335 eV
**Lowest unoccupied orbital energy**: 3.3 eV
**Gap between HOMO and LUMO**: 7.952 eV

```
! wB97M-V def2-TZVPD RIJCOSX def2/J DEFGRID3
* xyz -1 1
C -1.91 -3.35 -2.75
C -1.79 -1.83 -2.55
O -2.05 -1.41 -1.37
O -1.43 -1.14 -3.51
H -1.93 -3.84 -1.78
H -1.05 -3.76 -3.28
H -2.81 -3.59 -3.31
C 2.03 3.29 1.63
C -0.09 -0.39 0.93
C 0.84 -0.33 1.98
C -0.11 0.65 -0.01
C 1.47 0.88 2.19
C 0.56 1.82 0.22
C 1.29 2.00 1.41
O -0.93 -1.42 0.91
H -1.37 -1.63 0.01
H 0.94 -1.24 2.54
H -0.75 0.44 -0.86
H 2.08 1.05 3.06
H 0.46 2.68 -0.43
H 1.45 3.98 2.24
H 2.07 3.84 0.69
H 3.03 3.28 2.03
*
```